Run A
{"formula": "C4H6NO", "method": "ωB97M-V/def2-TZVPD", "gap_ev": 7.8, "homo_energy_ev": -15.2, "charge": 1, "elements": ["C", "C", "C", "C", "N", "O", "H", "H", "H", "H", "H", "H"], "xyz": [[-0.64539, -0.46994, 0.77098], [-0.69812, -0.41709, 2.05871], [0.37585, 0.66257, 0.22857], [0.79184, -0.03157, -1.02010], [-0.49324, -0.59059, -1.47540], [-1.21623, -0.99050, -0.23318], [-1.06910, 0.19444, -1.82672], [-0.62421, -0.50196, 3.10479], [-0.17050, 1.53099, 0.13929], [1.12468, 1.08304, 0.90210], [1.23358, 0.50092, -1.78773], [1.39085, -0.97031, -0.86130]], "nbo_charge": [0.24, 0.24, -0.38, -0.29, -0.22, -0.28, 0.36, 0.28, 0.25, 0.28, 0.28, 0.24]}

***

Run B
{"formula": "C4H6NO", "method": "ωB97M-V/def2-TZVPD", "gap_ev": 10.8, "homo_energy_ev": -16.5, "charge": 1, "elements": ["C", "C", "C", "C", "N", "O", "H", "H", "H", "H", "H", "H"], "xyz": [[0.37867, 0.94235, -0.03691], [-1.32924, -0.12472, 0.04174], [-1.06935, 1.31269, 0.07304], [1.16318, -1.34907, 0.03616], [0.23502, -0.32498, -0.00407], [-2.14532, -0.98000, -0.04521], [1.19587, 1.54658, -0.37443], [-1.38748, 1.80396, 0.92644], [-1.40567, 1.90494, -0.90330], [1.17792, -1.84363, 0.98325], [2.25131, -0.86854, -0.03073], [0.93509, -2.01957, -0.66597]], "nbo_charge": [0.30, 0.74, -0.56, -0.43, -0.28, -0.36, 0.26, 0.29, 0.30, 0.26, 0.24, 0.24]}

***

Stability, highest: run B

***

Run A
{"formula": "C4H6NO", "method": "ωB97M-V/def2-TZVPD", "gap_ev": 8.9, "homo_energy_ev": -15.7, "charge": 1, "elements": ["C", "C", "C", "C", "N", "O", "H", "H", "H", "H", "H", "H"], "xyz": [[-0.20117, -0.48648, 0.16897], [0.80515, 1.40794, 1.95548], [0.13974, 0.36521, 1.26194], [-0.39934, -0.86451, -2.10462], [0.18972, -0.18332, -1.03189], [-0.03753, 0.25976, 2.48820], [-0.78079, -1.34283, 0.33131], [1.84013, 1.52259, 2.17192], [0.34765, 2.47685, 1.94294], [-1.51194, -0.70619, -2.02962], [-0.42428, -1.93353, -2.13495], [0.03266, -0.51549, -3.01970]], "nbo_charge": [-0.09, -0.12, 0.58, -0.50, -0.13, -0.26, 0.22, 0.26, 0.26, 0.27, 0.26, 0.24]}

***

Run B
{"formula": "C4H6NO", "method": "ωB97M-V/def2-TZVPD", "gap_ev": 9.0, "homo_energy_ev": -15.6, "charge": 1, "elements": ["C", "C", "C", "C", "N", "O", "H", "H", "H", "H", "H", "H"], "xyz": [[0.97500, -1.23760, -0.16678], [0.72773, 1.21888, -0.20731], [0.85524, -0.91930, 1.26417], [-1.29708, 0.17524, 0.24111], [0.11932, -0.05186, 0.41591], [1.47067, 1.17876, -1.11067], [1.48753, -0.74887, -1.01188], [0.36941, -2.15249, -0.36947], [0.27373, 2.06008, 0.47541], [-1.68630, -0.82430, 0.45331], [-1.78540, 0.94736, 0.86168], [-1.50987, 0.35410, -0.84548]], "nbo_charge": [-0.38, 0.58, 0.44, -0.44, -0.44, -0.38, 0.32, 0.29, 0.23, 0.26, 0.27, 0.25]}

***

Stability, highest: run A

***

Run A
{"formula": "C4H4FN3", "method": "ωB97M-V/def2-TZVPD", "gap_ev": 9.9, "homo_energy_ev": -9.6, "elements": ["C", "C", "C", "C", "H", "H", "H", "H", "N", "N", "N", "F"], "xyz": [[0.94455, -0.92797, 0.59874], [0.99028, -1.73617, 1.60157], [-0.13391, 0.05639, 0.32918], [-1.56000, 0.13980, 0.19943], [-0.05744, -1.94702, 1.93708], [1.71843, -2.55595, 1.88755], [-2.23805, -0.51681, 0.87126], [0.97397, 1.39919, -0.97709], [-1.99842, 1.04993, -0.63960], [-0.97794, 1.52137, -1.21051], [0.04660, 0.88107, -0.67501], [2.07398, -0.63759, -0.26850]], "nbo_charge": [0.39, -0.45, -0.01, -0.07, 0.23, 0.25, 0.21, 0.43, -0.25, -0.05, -0.30, -0.36]}

***

Run B
{"formula": "C4H4FN3", "method": "ωB97M-V/def2-TZVPD", "gap_ev": 9.6, "homo_energy_ev": -9.5, "elements": ["H", "N", "C", "N", "C", "C", "F", "C", "N", "H", "H", "H"], "xyz": [[0.67860, -1.66504, -0.13551], [0.77607, -1.63651, -1.16263], [0.15421, -0.65786, -1.62131], [-0.51311, 0.41240, -1.02198], [-0.54533, 1.02942, 0.24151], [-0.23445, 0.63205, 1.47298], [-0.35687, 1.47102, 2.56814], [0.52865, -0.58138, 1.84735], [1.10271, -1.52330, 2.19437], [0.08135, -0.59740, -2.74380], [-0.84270, 1.01778, -1.80043], [-0.82912, 2.09883, 0.16130]], "nbo_charge": [0.34, -0.63, 0.27, -0.62, -0.01, 0.22, -0.31, 0.20, -0.28, 0.16, 0.41, 0.24]}

***

Run C
{"formula": "C4H4FN3", "method": "ωB97M-V/def2-TZVPD", "gap_ev": 9.5, "homo_energy_ev": -9.6, "elements": ["H", "N", "C", "F", "N", "C", "C", "N", "C", "H", "H", "H"], "xyz": [[1.31800, -2.75963, -0.72511], [0.59188, -2.21754, -0.38503], [1.07547, -0.89569, -0.21060], [2.47543, -0.66902, -0.14614], [0.28116, 0.16226, -0.00846], [-1.04457, -0.11195, -0.06503], [-1.73481, 1.08093, 0.21288], [-0.72234, 2.05119, 0.45011], [0.45933, 1.52060, 0.24330], [-1.31233, -1.14520, -0.25755], [-2.79238, 1.11863, 0.23419], [1.40514, 1.86542, 0.65745]], "nbo_charge": [0.36, -0.72, 0.81, -0.33, -0.45, -0.05, -0.09, -0.41, 0.17, 0.27, 0.23, 0.22]}

***

Stability, highest: run C

***

Run A
{"formula": "C3H5N5", "method": "ωB97M-V/def2-TZVPD", "gap_ev": 8.5, "homo_energy_ev": -9.2, "elements": ["H", "N", "C", "N", "N", "C", "N", "C", "N", "H", "H", "H", "H"], "xyz": [[2.24707, 0.68707, 0.57052], [2.51856, -0.23467, 0.11731], [1.42740, -1.01116, -0.20018], [0.14908, -0.53244, -0.07218], [-1.14067, -1.32870, -0.05995], [-2.15448, -0.17067, 0.14059], [-1.46272, 0.97009, -0.27355], [-0.11156, 0.90457, -0.07639], [0.75183, 1.85335, 0.02347], [0.35487, 2.73014, -0.22775], [1.73864, -1.99414, -1.01171], [-1.03910, -1.71032, 0.94777], [-3.27890, -0.16314, 0.12205]], "nbo_charge": [0.38, -0.64, 0.21, -0.34, -0.39, 0.22, -0.46, 0.53, -0.70, 0.37, 0.21, 0.38, 0.25]}

***

Run B
{"formula": "C3H5N5", "method": "ωB97M-V/def2-TZVPD", "gap_ev": 9.0, "homo_energy_ev": -8.4, "elements": ["C", "C", "C", "H", "H", "H", "H", "H", "N", "N", "N", "N", "N"], "xyz": [[0.89708, 0.49208, 1.17209], [-1.76931, -0.17058, -0.28109], [0.39262, -0.79085, -1.47252], [2.51765, 0.74711, 0.43567], [1.53972, 0.67441, 1.92055], [-2.39161, 0.36469, 1.45869], [-2.93639, 0.06717, -0.70699], [0.68716, -2.03163, -2.19793], [1.68020, 0.66869, 0.05561], [-0.36346, 0.37284, 1.68514], [-1.40492, 0.04932, 1.00511], [-0.96378, -0.50616, -1.30331], [1.54641, -0.15692, -1.07410]], "nbo_charge": [0.18, 0.25, 0.24, 0.38, 0.16, 0.39, 0.22, 0.19, -0.38, -0.29, -0.38, -0.60, -0.36]}

***

Run C
{"formula": "C3H5N5", "method": "ωB97M-V/def2-TZVPD", "gap_ev": 9.3, "homo_energy_ev": -9.7, "elements": ["H", "N", "C", "N", "N", "N", "C", "N", "C", "H", "H", "H", "H"], "xyz": [[-2.98780, -0.20574, -0.20314], [-2.00680, -0.18604, -0.63255], [-1.09538, 0.06985, 0.15599], [-1.47323, 0.53869, 1.33556], [-0.66021, 0.76516, 2.22923], [0.77262, 0.62590, 2.05125], [1.13963, 0.17890, 1.02200], [0.35314, 0.09167, -0.16626], [0.80764, -0.35710, -1.39509], [2.25096, -0.14418, 0.94737], [0.24171, 0.18247, -2.22062], [0.75592, -1.61195, -1.53485], [1.90180, 0.05238, -1.58889]], "nbo_charge": [0.38, -0.64, 0.48, -0.21, 0.05, -0.36, 0.31, -0.46, -0.42, 0.19, 0.24, 0.20, 0.22]}

***

Run D
{"formula": "C3H5N5", "method": "ωB97M-V/def2-TZVPD", "gap_ev": 10.8, "homo_energy_ev": -10.0, "elements": ["C", "C", "N", "N", "N", "N", "H", "H", "H", "H", "C", "N", "H"], "xyz": [[2.24727, 0.56938, 0.40625], [1.04488, -0.11891, -0.03145], [0.61239, -0.44067, -1.21838], [-0.56496, -1.06389, -0.96995], [-0.92566, -1.10273, 0.22473], [0.08121, -0.61566, 0.87925], [2.40427, 0.25450, 1.46659], [3.10771, 0.30911, -0.14714], [2.10557, 1.57547, 0.10341], [0.14553, -0.59004, 1.93566], [-3.39834, 0.40344, -0.92320], [-3.15403, 0.22055, 0.18227], [-3.70582, 0.59944, -1.90805]], "nbo_charge": [-0.67, 0.32, -0.30, -0.11, -0.02, -0.37, 0.23, 0.25, 0.25, 0.42, 0.08, -0.31, 0.23]}

***

Stability, highest: run D

***

Run A
{"formula": "C3H6NOP", "method": "ωB97M-V/def2-TZVPD", "gap_ev": 8.7, "homo_energy_ev": -7.9, "elements": ["C", "C", "N", "P", "O", "C", "H", "H", "H", "H", "H", "H"], "xyz": [[-1.91087, 0.84634, 2.17690], [-0.73994, 0.73377, 1.52649], [0.39896, 0.59110, 1.06893], [1.86073, -0.08914, 0.12903], [1.32982, 0.00942, -1.43018], [0.53190, -0.98005, -2.00711], [-2.12021, 0.39522, 3.12239], [-2.78265, 1.46357, 1.94908], [2.54986, 1.00394, 0.06665], [-0.50799, -0.85719, -2.03422], [0.63473, -1.98125, -1.55606], [0.75566, -1.13571, -3.01189]], "nbo_charge": [-0.75, 0.48, -0.77, 1.13, -0.78, -0.25, 0.24, 0.24, -0.10, 0.18, 0.17, 0.19]}

***

Run B
{"formula": "C3H6NOP", "method": "ωB97M-V/def2-TZVPD", "gap_ev": [7.6, 7.6], "homo_energy_ev": [-8.3, -8.3], "elements": ["O", "N", "P", "C", "C", "C", "H", "H", "H", "H", "H", "H"], "xyz": [[-0.24753, -3.39197, -0.64909], [0.05604, -1.90575, -0.47348], [1.54301, -1.69130, -0.83393], [1.34429, 0.07478, -0.25257], [-0.19761, 0.34929, -0.19477], [-0.92685, -1.02357, 0.12277], [1.87980, 0.77358, -0.85872], [1.76211, 0.01244, 0.74506], [-0.45164, 0.52576, -1.28833], [-0.40178, 1.10912, 0.56894], [-0.94414, -1.07155, 1.25411], [-1.85877, -0.94786, -0.34253]], "nbo_charge": [-0.62, -0.43, 1.10, -0.76, -0.40, -0.23, 0.23, 0.22, 0.21, 0.22, 0.22, 0.23]}

***

Stability, highest: run A

***

Run A
{"formula": "C3H6NOP", "method": "ωB97M-V/def2-TZVPD", "gap_ev": [7.3, 7.3], "homo_energy_ev": [-8.0, -8.0], "elements": ["C", "C", "C", "N", "O", "P", "H", "H", "H", "H", "H", "H"], "xyz": [[1.40161, -1.08617, 0.08247], [-1.65312, -0.02490, -0.21698], [-0.66724, 1.05645, 0.19458], [2.32141, -1.77790, -0.23564], [1.99710, 1.48599, 0.42334], [1.07524, 0.65902, -0.37085], [-1.31342, -1.00380, 0.11802], [-2.63425, 0.16185, 0.22066], [-1.75274, -0.05644, -1.29950], [-0.61906, 1.18388, 1.28085], [-0.92960, 2.01909, -0.25092], [2.77407, -2.61708, 0.05395]], "nbo_charge": [0.10, -0.62, -0.75, -0.58, -1.05, 1.37, 0.21, 0.22, 0.21, 0.24, 0.23, 0.43]}

***

Run B
{"formula": "C3H6NOP", "method": "ωB97M-V/def2-TZVPD", "gap_ev": 10.2, "homo_energy_ev": -9.7, "elements": ["C", "C", "C", "N", "O", "P", "H", "H", "H", "H", "H", "H"], "xyz": [[-0.74416, -0.20903, -0.42475], [-0.43639, 1.24795, -0.02470], [0.07434, -1.20674, 0.47534], [0.98888, 1.32829, -0.03050], [2.95126, -0.60330, -0.26615], [1.58989, -0.14919, -0.00159], [-1.85378, -0.28910, -0.35207], [-0.49443, -0.40929, -1.43207], [-0.91469, 1.88506, -0.74996], [-0.91480, 1.44564, 0.97602], [-0.10356, -0.80748, 1.47706], [-0.14256, -2.23281, 0.35337]], "nbo_charge": [-0.44, -0.22, -0.73, -0.92, -0.98, 2.00, 0.21, 0.20, 0.20, 0.18, 0.23, 0.26]}

***

Run C
{"formula": "C3H6NOP", "method": "ωB97M-V/def2-TZVPD", "gap_ev": [8.5, 7.6], "homo_energy_ev": [-8.2, -7.5], "elements": ["C", "C", "C", "N", "O", "P", "H", "H", "H", "H", "H", "H"], "xyz": [[-1.54529, 0.61545, 0.34314], [-1.07313, -0.89917, -0.04405], [1.01001, -0.11186, -0.42619], [-0.69758, 1.55549, 0.24675], [0.27652, -1.00434, 0.19575], [2.61974, 0.29084, 0.13215], [-2.56529, 0.57775, 0.51021], [-1.49418, -1.49563, 0.63051], [-1.25105, -1.29873, -1.04429], [0.83888, 0.18477, -1.45225], [3.16498, -0.18303, -1.05656], [2.76857, -0.85325, 0.74943]], "nbo_charge": [-0.04, -0.13, -0.03, -0.42, -0.45, 0.39, 0.17, 0.18, 0.18, 0.19, -0.02, -0.03]}

***

Stability, highest: run B

***

Run A
{"formula": "C4H6INS", "method": "ωB97M-V/def2-TZVPD", "gap_ev": 8.3, "homo_energy_ev": -7.9, "elements": ["C", "C", "C", "C", "N", "S", "I", "H", "H", "H", "H", "H", "H"], "xyz": [[0.83634, 2.37792, 1.67796], [-0.42283, -0.40299, 0.02095], [1.43281, 2.92903, 0.59250], [-0.64560, -1.90247, 0.04305], [1.17848, 1.83854, -0.28360], [0.73942, 0.50447, 0.72806], [0.90372, 2.88664, 3.66966], [2.01346, 3.79163, 0.43967], [-1.33549, 0.16218, -0.44389], [-1.43903, -2.00090, -0.71933], [-1.03169, -2.30790, 1.01368], [0.34474, -2.34418, -0.32480], [1.53073, 1.72192, -1.24663]], "nbo_charge": [-0.45, -0.62, -0.11, -0.64, -0.82, 0.92, 0.17, 0.24, 0.22, 0.23, 0.23, 0.22, 0.40]}

***

Run B
{"formula": "C4H6INS", "method": "ωB97M-V/def2-TZVPD", "gap_ev": 9.1, "homo_energy_ev": -8.8, "elements": ["C", "C", "N", "C", "I", "S", "C", "H", "H", "H", "H", "H", "H"], "xyz": [[-0.09561, -1.44313, 1.25417], [-0.14106, -0.36509, 0.23601], [-0.81791, 0.67165, 0.45431], [-0.70613, 1.70834, -0.67330], [0.76132, 3.21939, 0.01869], [-0.06290, 0.86112, -2.13245], [0.67002, -0.35122, -1.05937], [-1.06789, -1.47382, 1.89815], [0.66328, -1.17031, 2.00404], [0.08451, -2.45596, 1.03249], [-1.63092, 2.12108, -0.86764], [1.59906, 0.02352, -0.74342], [0.74425, -1.34557, -1.42169]], "nbo_charge": [-0.68, 0.31, -0.43, -0.28, 0.04, 0.25, -0.62, 0.25, 0.24, 0.23, 0.21, 0.24, 0.24]}

***

Stability, highest: run B

***

Run A
{"formula": "C2H7N3O", "method": "ωB97M-V/def2-TZVPD", "gap_ev": 10.9, "homo_energy_ev": -10.1, "elements": ["H", "N", "C", "O", "N", "H", "H", "H", "C", "N", "H", "H", "H"], "xyz": [[-1.77255, -1.79150, -0.91585], [-1.94677, -1.26564, -0.05219], [-0.81013, -1.09521, 0.52682], [0.32518, -1.57971, -0.03162], [1.53178, -1.10425, 0.64405], [-0.68502, -0.55702, 1.47606], [1.41838, -0.07937, 0.62279], [1.41323, -1.41781, 1.60637], [0.19583, 1.62992, -1.13903], [0.42500, 1.75286, 0.12507], [0.84951, 1.00469, -1.76828], [-0.65930, 2.12517, -1.62705], [-0.28511, 2.37787, 0.53284]], "nbo_charge": [0.34, -0.69, 0.38, -0.40, -0.50, 0.16, 0.37, 0.33, -0.02, -0.64, 0.18, 0.16, 0.35]}

***

Run B
{"formula": "C2H7N3O", "method": "ωB97M-V/def2-TZVPD", "gap_ev": 10.0, "homo_energy_ev": -9.4, "elements": ["H", "N", "C", "C", "O", "N", "N", "H", "H", "H", "H", "H", "H"], "xyz": [[2.02964, -1.20371, 0.22079], [1.11645, -1.74929, -0.21386], [0.33805, -0.73672, -0.18714], [0.82786, 0.53291, 0.33203], [0.73783, 1.67441, -0.51451], [-1.01817, -0.70088, -0.63953], [-1.95172, 0.17672, 0.02554], [-0.00570, 0.79720, 1.18753], [1.79648, 0.18257, 0.84766], [1.03076, 1.48001, -1.51645], [-1.49263, -1.60764, -0.64176], [-1.48838, 1.09532, 0.00710], [-1.92046, 0.05909, 1.09259]], "nbo_charge": [0.32, -0.62, 0.34, -0.12, -0.72, -0.46, -0.62, 0.17, 0.17, 0.49, 0.38, 0.35, 0.31]}

***

Run C
{"formula": "C2H7N3O", "method": "ωB97M-V/def2-TZVPD", "gap_ev": 9.8, "homo_energy_ev": -9.2, "elements": ["C", "C", "N", "N", "N", "O", "H", "H", "H", "H", "H", "H", "H"], "xyz": [[-0.53571, 0.45837, -0.12147], [-1.23402, 1.77005, -0.19556], [0.31200, -0.19954, -0.70928], [2.26612, -1.56398, -0.39958], [0.80847, -1.40870, -0.28808], [-0.93757, -0.34717, 1.63264], [-2.16053, 1.67864, -0.74837], [-1.57295, 2.03140, 0.82923], [-0.63392, 2.55679, -0.57571], [2.58588, -0.64183, -0.12023], [2.45133, -1.71433, -1.37387], [0.40374, -1.69065, 0.64157], [-1.75282, -0.92904, 1.42870]], "nbo_charge": [0.57, -0.71, -0.28, -0.62, -0.32, -0.94, 0.24, 0.27, 0.25, 0.34, 0.35, 0.40, 0.45]}

***

Stability, highest: run A